[1]
Density functional theory data (ωB97M-V/def2-TZVPD) for a 3-piece molecular cluster, C27H21Cl2FO6 overall in a non-equilibrium geometry.

Geometry as ORCA input:
```
! wB97M-V def2-TZVPD RIJCOSX def2/J DEFGRID3
* xyz 0 1
Cl -1.0289 1.3577 -2.0120
Cl 0.1591 1.1231 2.1068
F -1.5108 -1.7259 -0.0234
O 2.4381 0.3007 -1.3403
O -5.0526 -6.6531 1.1446
O -4.2568 7.5691 -5.0829
O 0.0736 -6.2014 2.3947
O -2.8649 5.0973 -0.6128
O 0.4056 -3.8308 -0.5200
C 1.8744 -0.3669 -0.5126
C -1.7281 -5.4046 1.0997
C 3.8343 -0.8499 1.1368
C 5.1190 2.2135 -0.5757
C 2.5805 -1.2814 0.4540
C -3.1839 5.6641 -1.6377
C 5.2852 1.2292 0.5946
C -1.9604 -7.3284 2.7431
C -3.2475 -7.4438 2.4295
C -4.6107 5.7517 -3.6301
C -1.0988 -6.3009 2.1034
C -3.0173 -5.5230 0.7895
C -4.2601 5.1303 -2.5076
C -2.8613 7.5369 -3.1881
C -3.8782 -6.5484 1.4273
C -3.9388 7.0043 -4.0602
C 1.9655 -2.4640 0.6656
C -0.2011 -1.5566 -0.1702
C 4.9239 -0.2261 0.2335
C -2.5113 6.9148 -2.0658
C 2.6805 -4.1150 2.5316
C 0.6867 -2.7566 -0.0538
C 0.3820 -0.3801 -0.3931
C -1.3044 2.9168 0.6740
C 2.4409 -3.4530 1.5666
C -0.5402 1.6469 0.5980
C -0.3679 0.8856 -0.4893
H 4.2668 1.9591 -1.1979
H 4.2216 -1.6601 1.7432
H -1.4809 -7.9699 3.4718
H 5.8288 -0.8064 0.4076
H 6.3223 1.2880 0.9168
H -1.5118 3.3261 -0.2994
H 6.0262 2.2909 -1.1676
H 4.9267 3.2069 -0.1691
H -3.4976 -4.8816 0.0613
H -3.8922 -8.1857 2.8834
H -1.0905 -4.6566 0.6352
H 3.5276 -0.0785 1.8490
H -5.3934 5.3806 -4.2793
H -0.8459 3.6445 1.3329
H -2.3844 8.4507 -3.5187
H -4.7360 4.2161 -2.1764
H 4.7056 -0.3053 -0.8236
H -1.7285 7.2849 -1.4162
H -2.2770 2.6809 1.1125
H 4.6915 1.5911 1.4326
H 2.8957 -4.7077 3.3845
*
```

Computed properties:
Lowest unoccupied orbital energy in eV: -1.72
Kohn-Sham gap in eV: 7.7

---

[2]
Density functional theory data (ωB97M-V/def2-TZVPD) for C27H21Cl3HgN8O3PS2 as an isolated structure.

Geometry as ORCA input:
```
! wB97M-V def2-TZVPD RIJCOSX def2/J DEFGRID3
* xyz -2 2
Hg -0.3644 0.5070 0.0564
Cl -1.6329 -0.9498 -5.6976
Cl -4.8618 -0.8781 -4.6252
Cl -2.3982 -2.8829 -3.6567
S 0.7257 2.5755 1.1642
S 0.9353 -0.5228 2.4571
P -3.0139 2.0823 -0.1310
O -3.3499 3.0779 1.1358
O -4.3400 1.1619 0.0223
O -3.5402 2.9956 -1.3850
N -1.7875 -1.8819 0.5351
N -2.0185 0.5607 -2.3552
N -2.8171 -0.8750 3.8430
N -2.4438 -4.4243 1.4426
N 7.0631 -0.5723 2.3275
N -2.0305 0.3402 2.1282
N -2.6742 0.4244 4.1802
N 6.7879 3.2806 0.8848
C 2.2117 -0.9147 -1.3773
C 4.6836 1.8677 1.4120
C 5.8597 2.6388 1.1211
C -2.5645 3.8020 -2.0459
C 3.4259 2.4245 1.2013
C -1.9637 -4.2156 0.2169
C 3.6046 -0.1384 2.1886
C -2.5732 -3.3518 2.2172
C 4.9155 -3.3413 -2.2467
C -2.1963 1.1375 3.1458
C -4.7098 0.1427 -0.9224
C -2.3436 -1.2300 -4.1521
C 3.5091 -1.4640 -1.6474
C 5.9158 -1.2230 -1.7235
C -1.6050 -2.9514 -0.2253
C 4.6584 -0.6800 -1.5050
C -4.6184 3.7101 1.2621
C 3.6558 -2.8035 -2.0246
C 6.0512 -2.5548 -2.0954
C -2.2716 -2.0754 1.7556
C 6.0469 -0.0664 2.1323
C -2.4116 -0.8744 2.5916
C 2.3218 0.4127 2.0065
C 4.7698 0.5560 1.9056
C 1.1226 -0.4353 -1.1388
C 2.2391 1.7399 1.4731
C -2.1107 -0.2623 -3.1613
H -1.8316 4.2090 -1.3423
H -5.0543 3.9235 0.2860
H -5.3083 3.0714 1.8178
H 3.6723 -1.1463 2.5731
H 5.0126 -4.3823 -2.5328
H 4.5554 0.3560 -1.2081
H 3.3588 3.4292 0.8046
H 2.7696 -3.4149 -2.1344
H -5.7377 -0.1296 -0.6946
H -4.4669 4.6445 1.8023
H -1.8547 -5.0823 -0.4244
H -4.0708 -0.7351 -0.8111
H -2.8739 0.7234 5.1156
H 7.0348 -2.9782 -2.2618
H -2.9225 -3.4998 3.2322
H 6.7962 -0.6050 -1.5930
H -1.9825 2.1938 3.1617
H -1.1741 -2.7833 -1.2069
H -4.6514 0.4980 -1.9495
H -2.0403 3.2146 -2.8011
H -3.0926 4.6249 -2.5239
*
```

Computed properties:
Lowest unoccupied orbital energy (alpha / beta) in eV: 4.06 / 3.81
Energy above the lowest of the compared OMol25 structures with the same formula, charge and spin in kcal/mol: 46.0
Kohn-Sham gap (alpha / beta) in eV: 6.1 / 5.9

---

[3]
Density functional theory data (ωB97M-V/def2-TZVPD) for C27H21GeN3O3ReSSbSe4 as an isolated structure in a non-equilibrium geometry.

Geometry as ORCA input:
```
! wB97M-V def2-TZVPD RIJCOSX def2/J DEFGRID3
* xyz 3 2
Re -0.8905 1.1197 0.7864
Sb 1.5276 -1.7883 1.7726
Se 3.3774 -0.8635 2.7321
Se 0.8324 0.2863 -0.3654
Se 0.1027 -3.5097 1.3074
Se -0.6107 0.6070 2.8954
Ge 0.5260 3.4471 0.6541
S -9.5351 2.0971 0.2737
O -9.9870 0.7045 -0.4114
O -9.0711 1.8757 1.6022
O -8.8546 2.9073 -0.6876
N -9.4263 -1.3451 -1.1655
N -7.7752 0.1485 -0.4042
N -2.8787 0.6122 0.2958
C 4.2392 3.2044 -1.2258
C 1.6924 4.0912 -1.9127
C -8.9997 -0.2047 -0.6651
C -4.3010 -1.0149 -0.7264
C -6.8191 -0.7471 -0.6718
C -3.4799 4.4697 -0.1152
C 2.3252 5.4530 3.7818
C -2.7379 3.1901 -2.0419
C -3.6936 3.9854 -1.4040
C -5.2534 0.8795 0.3723
C -2.3228 4.1322 0.5572
C 2.7317 4.1891 -2.8266
C -5.4401 -0.3015 -0.3475
C 3.9997 3.7432 -2.4848
C -3.9801 1.3099 0.6667
C -8.4898 -2.2337 -1.4337
C -7.1350 -1.9840 -1.2017
C 2.0290 4.8528 2.5671
C -0.0750 4.0808 3.4704
C -3.0543 -0.5424 -0.3815
C -1.3265 3.3537 -0.0765
C 3.2081 3.1108 -0.3059
C 1.9274 3.5494 -0.6519
C -1.5543 2.9024 -1.3989
C 1.4265 5.3674 4.8337
C 0.8284 4.1552 2.4063
C 0.2241 4.6847 4.6775
H 4.8085 3.8248 -3.1974
H 2.5536 4.6231 -3.8003
H -4.6024 4.2499 -1.9287
H -0.4772 4.6320 5.4982
H 0.7134 4.4688 -2.1854
H -3.8144 2.2158 1.2261
H -8.8259 -3.1788 -1.8443
H -2.1481 4.5219 1.5532
H 3.2545 5.9910 3.9022
H -1.0181 3.5542 3.3717
H -6.1060 1.4556 0.7036
H -6.3997 -2.7414 -1.4207
H -2.1601 -1.0908 -0.6477
H -2.9040 2.8476 -3.0536
H -0.7691 2.3764 -1.9361
H -4.3619 -1.9358 -1.2876
H -4.2107 5.1160 0.3503
H 1.6571 5.8379 5.7790
H 5.2321 2.8704 -0.9602
H 2.7309 4.9433 1.7471
H 3.4079 2.6998 0.6794
*
```

Computed properties:
Lowest unoccupied orbital energy (alpha / beta) in eV: -11.62 / -11.62
Energy above the lowest of the compared OMol25 structures with the same formula, charge and spin in kcal/mol: 14.8
Kohn-Sham gap (alpha / beta) in eV: 3.8 / 4.9

---

[4]
Density functional theory data (ωB97M-V/def2-TZVPD) for C27H21IN9O5Ru as an isolated structure.

Geometry as ORCA input:
```
! wB97M-V def2-TZVPD RIJCOSX def2/J DEFGRID3
* xyz 3 5
I 2.7204 2.3086 4.6555
Ru 0.9528 1.1431 3.2248
O -0.6540 0.6679 4.7116
O 1.5542 0.9825 1.0595
O -0.5437 -0.8165 -2.6223
O -2.6005 -0.1900 5.1724
O 0.9679 0.2731 -0.9412
N -0.0074 -0.1966 -4.6561
N 3.2833 -1.9245 1.8196
N 0.5910 -1.4153 -4.4004
N -0.9426 3.6247 0.6247
N 1.9146 -0.7345 3.1306
N 0.1372 2.8920 2.3681
N 2.0776 -2.5356 1.9178
N -0.6690 0.1302 2.1873
N 0.2941 4.1723 0.5393
C 2.6297 -4.5526 -1.0197
C -2.8042 -0.9058 2.2290
C -1.6668 0.0907 4.3256
C -2.7024 -1.1425 0.8625
C -1.9833 3.8772 -0.4062
C -1.6545 3.3331 -1.7822
C -1.5677 -0.7319 0.1741
C 1.7910 -3.6711 -3.0961
C 1.7968 -3.7006 -0.3067
C 0.7515 0.4325 0.3147
C -1.7561 -0.2602 2.8622
C -0.6321 0.1510 -3.5881
C -1.1919 2.4004 -4.3703
C 0.9667 -2.7847 -2.3977
C 1.2819 -1.8473 2.7062
C -1.1411 1.5057 -3.2981
C -0.5574 -0.0899 0.8783
C -1.4653 3.7372 -4.1484
C 2.6052 -4.5520 -2.4089
C 1.7841 -3.8067 1.2053
C 0.9551 -2.8336 -1.0035
C 0.2957 -1.7371 -3.1918
C 0.9158 3.7291 1.5900
C -1.4078 1.9797 -2.0133
C -1.6713 4.2104 -2.8583
C -1.0404 2.8899 1.7106
C 3.1657 -0.8604 2.5550
H 3.9631 -0.1457 2.6814
H -3.6890 -1.2261 2.7651
H 3.2926 -5.2302 -0.4962
H -1.4616 -0.9033 -0.8892
H 3.2423 -5.2317 -2.9576
H -2.8984 3.4405 -0.0030
H 0.2881 -2.1910 -0.4467
H -2.1157 4.9561 -0.4495
H -1.8575 5.2651 -2.6983
H -1.9499 2.4017 2.0167
H -0.9893 2.0379 -5.3690
H 2.5306 -4.5241 1.5391
H -3.3837 -0.6463 4.8272
H 1.9403 3.9809 1.8130
H -1.4220 1.2946 -1.1775
H 0.2913 -2.1701 2.9776
H 0.8126 -4.1295 1.5832
H 1.8339 0.6412 -1.2057
H 1.8017 -3.6400 -4.1772
H -1.4989 4.4229 -4.9836
H -3.5034 -1.6450 0.3350
*
```

Computed properties:
Lowest unoccupied orbital energy (alpha / beta) in eV: -10.90 / -13.12
Energy above the lowest of the compared OMol25 structures with the same formula, charge and spin in kcal/mol: 62.8
Kohn-Sham gap (alpha / beta) in eV: 4.8 / 2.6

---

[5]
Density functional theory data (ωB97M-V/def2-TZVPD) for C27H21MgN4 as an isolated structure in a non-equilibrium geometry.

Geometry as ORCA input:
```
! wB97M-V def2-TZVPD RIJCOSX def2/J DEFGRID3
* xyz 1 1
Mg 0.2123 -0.0673 -0.7517
N 0.9746 -0.9278 1.2832
N -1.6373 0.9229 -0.3738
N 2.5148 0.0913 -1.3312
N 0.7129 1.9816 -0.7873
C -2.6128 -1.2956 3.3834
C -0.2788 2.8749 -0.5331
C -1.2882 -4.0082 0.3614
C 0.0045 4.2278 -0.2255
C -0.2284 -1.0892 2.0624
C 4.6757 -0.6502 -2.1023
C -0.1836 -2.9450 -1.9641
C -2.8018 2.9505 -0.3116
C -1.6161 2.2705 -0.3530
C -1.2210 -1.8810 1.4985
C 3.3467 -0.8616 -1.7062
C 1.3329 4.6062 -0.1882
C -0.3817 -2.0776 -0.9156
C -2.7725 0.2660 -0.2119
C -3.9293 0.9459 -0.0545
C -0.9715 -2.6686 0.2474
C 5.1129 0.7020 -2.0232
C 2.0093 2.3988 -0.8367
C -0.5912 -4.2976 -1.9290
C -2.4299 -1.9543 2.1856
C 2.9324 1.3704 -1.2828
C -1.0957 -4.8032 -0.7927
C 2.3213 3.7042 -0.4715
C -4.0108 2.2743 -0.2240
C -1.5545 -0.5161 3.9016
C 4.2423 1.6768 -1.5508
C -0.3486 -0.4252 3.2699
H -1.6758 -0.0684 4.8654
H -0.8518 4.9064 -0.0772
H 4.5478 2.6937 -1.4609
H -3.2966 -2.5178 1.7620
H 5.3823 -1.4049 -2.4729
H 0.3087 -2.5675 -2.9071
H -4.9237 2.7887 -0.4174
H 0.4870 0.0541 3.7931
H -2.7708 -0.7945 -0.2294
H -0.3558 -4.9583 -2.7074
H -1.6807 -4.4226 1.2689
H -3.5676 -1.2687 3.9044
H 1.5997 5.6289 -0.0100
H 3.3207 4.0759 -0.4944
H 2.8532 -1.9016 -1.5468
H -1.3015 -5.8776 -0.7490
H 1.7465 -0.7532 1.9197
H -4.8021 0.3277 0.1809
H -2.7343 4.0445 -0.4540
H 1.1397 -1.8339 0.8415
H 6.1364 1.0537 -2.2820
*
```

Computed properties:
Lowest unoccupied orbital energy in eV: -3.70
Energy above the lowest of the compared OMol25 structures with the same formula, charge and spin in kcal/mol: 0.0
Kohn-Sham gap in eV: 6.9

---

[6]
Density functional theory data (ωB97M-V/def2-TZVPD) for an isolated ion of composition C27H21N2O4S2 and charge -1 in a non-equilibrium geometry.

Geometry as ORCA input:
```
! wB97M-V def2-TZVPD RIJCOSX def2/J DEFGRID3
* xyz -1 1
S 1.3206 -0.1077 -1.9516
S -0.0492 1.9973 -0.4364
O 1.7513 -1.5001 -1.8838
O 0.8107 0.3892 -3.2159
O 0.7541 2.7638 -1.3610
O -0.0038 2.2757 0.9852
N 1.9416 -2.5342 2.0843
N 0.3986 -1.1147 1.2451
C -0.6676 -0.4939 3.4738
C 4.7453 2.6732 -0.8480
C -0.5328 -0.6367 0.2132
C -1.0492 -3.4733 -2.2380
C 0.1267 -1.9631 5.2762
C -2.2977 -3.9911 -0.2142
C -1.9850 2.5580 -2.3325
C 1.4734 -1.9394 0.9832
C 4.0854 1.9471 0.1489
C -1.7220 2.3676 -0.9715
C -0.6914 -0.9101 4.8177
C 1.0652 -2.5767 4.4413
C -3.9259 3.1816 -0.4087
C 4.4509 2.4466 -2.1962
C 0.1773 -1.1900 2.6285
C 3.4694 1.5218 -2.5538
C 0.1931 0.3094 -0.6939
C -4.1552 3.4705 -1.7594
C 2.7676 0.8678 -1.5453
C -1.7763 -4.3781 -1.4564
C 1.1236 -2.1393 3.1184
C -2.7092 2.6179 -0.0145
C -1.9367 -2.7407 0.2951
C -1.1808 -1.8602 -0.4764
C 3.1172 1.0115 -0.2090
C -3.2004 3.1240 -2.7256
C -0.9184 -2.1459 -1.8027
H -4.6794 3.4041 0.3500
H 3.2121 1.3295 -3.5932
H -0.6206 -3.7382 -3.2023
H -3.3856 3.3033 -3.7872
H -1.9248 -5.3997 -1.8182
H 0.0426 -2.2998 6.3112
H 4.9678 3.0059 -2.9771
H -2.2427 -2.4335 1.2942
H -2.4972 2.4042 1.0316
H -0.6362 -1.3595 -2.4987
H 2.6197 0.3982 0.5445
H -5.0874 3.9480 -2.0583
H 1.8725 -2.0751 -0.0110
H 4.2937 2.1066 1.2086
H -1.3617 -0.4215 5.5289
H 5.4777 3.4286 -0.5608
H -2.9787 -4.6416 0.3461
H -1.2262 0.3596 3.0858
H -1.2244 2.2877 -3.0627
H -1.3188 -0.0456 0.7007
H 1.7268 -3.3893 4.7517
*
```

Computed properties:
Lowest unoccupied orbital energy in eV: 2.84
Kohn-Sham gap in eV: 7.6

---

[7]
Density functional theory data (ωB97M-V/def2-TZVPD) for C27H21N6O4RuS as an isolated structure.

Geometry as ORCA input:
```
! wB97M-V def2-TZVPD RIJCOSX def2/J DEFGRID3
* xyz 1 5
Ru 0.2987 0.1570 -0.0114
S 0.2473 -2.7476 1.5597
O 1.0815 -3.5162 2.4217
O 3.5640 0.6549 2.0396
O 2.2055 0.3274 0.2889
O -1.2107 -3.0206 2.0550
N -1.7128 -0.0015 0.3098
N 0.6383 1.4169 -1.7027
N 0.5833 -1.2267 1.5096
N -1.7598 1.2312 2.3814
N -0.1525 2.0514 0.8950
N 1.0053 3.5428 -0.5448
C -1.0040 2.2116 1.8964
C 0.3895 3.2805 0.5375
C 1.2802 1.2868 -4.0108
C 1.3060 -3.3445 -2.2469
C -0.0389 4.2631 1.5605
C 0.7101 0.7606 -2.8768
C -2.7315 -2.1854 0.2587
C -2.5250 -0.9664 2.3550
C 1.1236 2.6809 -1.6333
C 0.6141 -4.9830 -4.0269
C -1.2979 5.5932 3.6087
C -0.4252 -4.9223 -1.7358
C 1.6403 -0.7086 2.3955
C 2.5880 0.1555 1.5658
C -2.5154 -2.2998 1.7193
C 0.2473 5.5983 1.7343
C -0.5334 -4.4089 -0.4563
C -1.5977 4.2462 3.4165
C 0.4855 -4.3957 -2.6519
C 0.2738 -3.3399 -0.0892
C -1.9898 0.1384 1.6448
C -0.3931 6.2545 2.7849
C -0.9467 3.6000 2.3873
C -2.3082 -1.0801 -0.3553
C 1.2176 -2.8190 -0.9680
C 1.8204 2.5650 -3.9373
C 1.7309 3.2576 -2.7511
H 1.2131 -0.0771 3.1772
H -1.0559 -5.7521 -2.0291
H 1.3509 -5.7887 -4.0210
H 0.9478 -4.2382 -4.7478
H 2.2921 3.0168 -4.7994
H 0.9441 6.1115 1.0860
H -2.3063 3.7283 4.0483
H -3.2001 -2.9889 -0.2890
H 2.2082 -1.5045 2.8732
H -2.8256 -0.8257 3.3828
H -1.2351 -4.8350 0.2475
H -2.3914 -0.9549 -1.4286
H 1.9008 -2.0382 -0.6552
H 0.2956 -0.2407 -2.8811
H -3.2076 -2.9820 2.2028
H -1.7776 6.1376 4.4106
H -0.1856 7.3009 2.9640
H 1.3056 0.7064 -4.9211
H 2.0414 -2.9438 -2.9340
H -0.3301 -5.4028 -4.3697
H 2.1074 4.2636 -2.6439
*
```

Computed properties:
Lowest unoccupied orbital energy (alpha / beta) in eV: -3.91 / -5.64
Energy above the lowest of the compared OMol25 structures with the same formula, charge and spin in kcal/mol: 0.4
Kohn-Sham gap (alpha / beta) in eV: 7.4 / 6.1

---

[8]
Density functional theory data (ωB97M-V/def2-TZVPD) for C27H22ClEuN5O8 as an isolated structure in a non-equilibrium geometry.

Geometry as ORCA input:
```
! wB97M-V def2-TZVPD RIJCOSX def2/J DEFGRID3
* xyz 0 8
Eu -0.8070 0.6101 -0.2278
Cl -2.7008 -4.2008 3.0692
O 7.3327 -2.1882 -2.1359
O -3.4375 -5.3747 0.4790
O -2.5245 -0.0716 -1.5143
O -1.3974 2.5548 0.7066
O -4.1642 -4.1658 -1.2980
O -3.9174 -1.7402 -2.0755
O 6.2864 -3.7780 -0.9599
O -1.4098 3.5174 2.7118
N -2.4084 -1.6602 2.2593
N 1.4341 0.9230 1.3114
N 1.2656 0.2495 -2.2616
N -0.6602 2.1292 -2.3256
N -2.3935 -0.9653 1.0322
C -3.1187 -1.1609 -1.2739
C 1.5935 2.1541 2.0614
C -0.7430 1.9734 -4.7250
C -1.6753 3.8792 -3.5680
C -2.0984 0.4829 3.4067
C -0.1720 1.6081 -3.4692
C -3.5574 -4.3094 -0.1098
C 6.2586 -2.5831 -1.6867
C 0.7069 3.3987 1.5530
C 3.4777 -0.3971 -3.1720
C 0.9461 0.7266 -3.4351
C -2.1108 -1.5772 4.6805
C 3.7513 -2.1563 -1.0401
C -1.3375 3.2844 -2.4023
C 4.6841 -0.9517 -2.8950
C -2.2678 -0.9130 3.4336
C 2.5571 -1.5067 -1.2367
C -3.1622 -3.0558 0.6198
C 2.4211 -0.6153 -2.2792
C -1.5588 0.5269 5.7340
C -1.6820 1.2190 4.5114
C -2.8598 -1.7310 0.1080
C -0.8146 3.1523 1.7118
C -2.8687 -2.9493 1.9926
C 4.8723 -1.8540 -1.8442
C -1.8018 -0.8279 5.7835
C -1.3676 3.1796 -4.7342
H -4.0998 -3.2682 -1.6308
H 3.8224 -2.8656 -0.1941
H 3.3201 0.2586 -3.9748
H -1.3278 1.1156 6.6640
H 5.4615 -4.2715 -1.0082
H 5.5068 -0.6618 -3.4757
H 1.0033 4.2954 2.0385
H -1.6904 3.7022 -1.4469
H 2.0940 0.7931 0.5673
H -0.4449 1.3706 -5.5534
H -2.3294 1.0160 2.5240
H -1.7000 2.3100 4.3544
H 1.4943 0.0553 1.8694
H -2.3174 4.7245 -3.7298
H -1.6952 -1.2350 6.8078
H 1.3457 0.4356 -4.3863
H 1.7396 -1.5862 -0.5667
H 2.6173 2.5796 1.9993
H -2.1949 -2.6615 4.7468
H 1.3393 1.9516 3.1248
H -1.5017 3.6818 -5.7176
H 0.9867 3.4240 0.4924
*
```

Computed properties:
Lowest unoccupied orbital energy (alpha / beta) in eV: -2.47 / -1.03
Energy above the lowest of the compared OMol25 structures with the same formula, charge and spin in kcal/mol: 48.5
Kohn-Sham gap (alpha / beta) in eV: 3.6 / 7.6